(1)
C14H22GdI2NO5P2 | wB97M-V/def2-TZVPD

The geometry in ORCA input format:
```
! RIJCOSX wB97M-V def2-TZVPD def2/J DEFGRID3
* xyz 2 8
I -0.00330 -4.00284 -0.55916
I -0.06212 0.50263 -2.77453
Gd 0.00903 -1.10210 0.19629
P -2.63873 -0.16685 -0.21172
C -3.41352 -0.14099 -1.87723
C -3.72034 -1.27489 0.73300
H -4.63910 -0.75991 1.03861
H -4.11187 1.42564 0.92304
H -3.17305 -1.60949 1.61987
H -2.39375 1.56041 1.40764
H -3.16775 -1.09371 -2.36382
H -3.95348 -2.15128 0.12028
C -3.07480 1.43261 0.55331
H -4.50902 -0.02839 -1.82858
H -2.93699 2.28076 -0.13078
H -2.98906 0.66132 -2.49700
P 2.66318 -0.16421 -0.14749
C 3.37098 -0.08823 -1.83692
C 3.06316 1.39152 0.69219
H 3.21462 -1.71293 1.58370
H 4.66329 -0.78296 1.08961
H 4.03648 -2.12440 0.06702
C 3.76660 -1.30144 0.73416
H 2.32518 1.49699 1.50047
H 4.07226 1.37245 1.12785
H 4.46344 0.06369 -1.83141
H 2.88661 0.70533 -2.42500
H 2.97014 2.26637 0.03796
H 3.14003 -1.04136 -2.33246
C -0.02022 1.62476 -0.69555
O 0.01602 2.76743 -0.42972
O 0.22109 -1.66369 2.45364
C 0.05439 -0.47339 2.91666
O -0.04447 0.49386 2.06078
C 0.05725 -0.23318 4.39609
C -0.23305 1.05390 4.84008
C -0.23445 1.37667 6.19250
C 0.01045 0.36106 7.13678
C 0.27733 -0.95483 6.70144
C 0.28409 -1.24286 5.34874
N 0.00020 0.63313 8.53633
O -0.22930 1.80979 8.88537
O 0.21708 -0.29013 9.36112
H -0.45683 1.84615 4.14323
H -0.43522 2.37310 6.56184
H 0.46135 -1.73039 7.44654
H 0.45917 -2.24504 4.99743
*
```

The HOMO energy (alpha / beta) is -14.832 / -14.832 eV. The HOMO-LUMO gap (alpha / beta) is 6.9 / 3.3 eV. The energy above the lowest of the compared OMol25 structures with the same formula, charge and spin comes out at 0.0 kcal per mole. The calculation puts the strongest force on any atom at 5.33 eV/A.

---

(2)
C14H22IN4O2Ru | wB97M-V/def2-TZVPD

The geometry in ORCA input format:
```
! RIJCOSX wB97M-V def2-TZVPD def2/J DEFGRID3
* xyz -2 6
C 2.56305 -3.55374 0.56363
I 2.21593 -4.24332 -1.31224
H 3.48605 -3.91890 1.01029
H 2.58483 -2.45368 0.55034
H 1.71320 -3.88809 1.16511
C -3.84503 -0.97506 -0.69313
C -3.69818 -1.78689 0.37067
N -2.38842 -1.66743 0.80080
C -1.69884 -0.79607 -0.00805
N -2.62160 -0.40946 -0.94345
H -4.67991 -0.72450 -1.32297
H -4.41988 -2.42702 0.83418
C 3.14579 1.60271 -1.89342
C 1.66781 0.80357 -0.38336
N 1.92596 0.99783 -1.70595
H 4.61114 2.26618 -0.42492
N 2.76379 1.32432 0.25090
H 3.47649 1.82868 -2.88962
Ru -0.06679 0.25425 0.54762
C -0.05445 0.31823 2.36603
O -0.01223 0.48784 3.54047
C 3.67683 1.80274 -0.67242
C 2.98072 1.43601 1.68140
H 3.86853 2.06868 1.82360
H 3.15108 0.45219 2.14691
H 2.11407 1.91116 2.15904
C 1.09170 0.71126 -2.85456
H 1.78702 0.53204 -3.67925
H 0.50112 1.59755 -3.11883
H 0.45168 -0.16495 -2.71951
C -2.42978 0.40201 -2.12963
H -2.76661 -0.17456 -3.00057
H -1.38956 0.70463 -2.27680
H -3.07707 1.28049 -2.04340
C -1.83536 -2.54249 1.81742
H -1.08849 -3.22284 1.38248
H -2.66897 -3.13604 2.20759
H -1.37746 -1.97162 2.63201
C -1.82266 2.54124 1.44618
C -0.94169 2.01174 0.33690
O -0.73221 2.63242 -0.70851
H -1.61500 2.08021 2.42570
H -2.87648 2.38351 1.16790
H -1.67014 3.62519 1.55343
*
```

The HOMO energy (alpha / beta) is 2.507 / -3.581 eV. The HOMO-LUMO gap (alpha / beta) is 1.6 / 7.1 eV. The energy above the lowest of the compared OMol25 structures with the same formula, charge and spin comes out at 7.3 kcal per mole. The calculation puts the strongest force on any atom at 3.67 eV/A.

---

(3)
C14H22N | wB97M-V/def2-TZVPD

The geometry in ORCA input format:
```
! RIJCOSX wB97M-V def2-TZVPD def2/J DEFGRID3
* xyz 1 1
C 0.14516 1.87198 1.44186
C -0.34069 0.47036 1.50835
C 0.52741 -0.49471 2.22364
C -1.71183 0.18131 1.24235
C -2.25227 -1.13570 1.39476
C -3.60533 -1.40207 1.21109
C -4.48806 -0.36868 0.84693
C -3.98119 0.91619 0.59196
C -2.62651 1.18982 0.77993
H -0.18929 2.38361 0.53284
H -0.20685 2.47376 2.28885
H 1.23500 1.87625 1.46599
H 0.34003 -1.54188 1.97071
H 1.56480 -0.27429 1.96441
H 0.43499 -0.40097 3.31955
H -1.58818 -1.96072 1.67306
H -3.98593 -2.41515 1.36035
H -5.55516 -0.57536 0.72325
H -4.65657 1.71177 0.26390
H -2.26740 2.20240 0.60074
C 2.53474 1.66811 -1.88047
C 2.34809 0.36857 -1.12655
C 2.95471 -0.84787 -1.83678
C 1.88541 -1.96099 -1.82648
C 0.57642 -1.26740 -1.43389
N 0.95837 -0.00065 -0.79435
H 3.60304 1.90147 -1.93452
H 2.18687 1.59032 -2.91557
H 2.06285 2.51886 -1.38176
H 2.85770 0.47417 -0.16188
H 3.22661 -0.60665 -2.87589
H 3.86201 -1.16912 -1.30119
H 1.76918 -2.46306 -2.79472
H 2.18259 -2.70237 -1.07326
H -0.06225 -1.04544 -2.30787
H -0.01994 -1.89756 -0.75577
H 0.28148 0.73167 -1.00358
*
```

The HOMO energy is -12.176 eV. The HOMO-LUMO gap is 6.8 eV. The energy above the lowest of the compared OMol25 structures with the same formula, charge and spin comes out at 34.9 kcal per mole. The calculation puts the strongest force on any atom at 1.38 eV/A.

---

(4)
C14H22N | wB97M-V/def2-TZVPD

The geometry in ORCA input format:
```
! RIJCOSX wB97M-V def2-TZVPD def2/J DEFGRID3
* xyz 1 3
C -1.15715 1.45668 2.42840
C 1.15224 2.13586 -0.75448
C 1.99140 1.06797 -0.87688
C -0.23225 1.57823 1.50879
C -2.31757 0.60400 2.07909
C -2.00860 0.27836 0.55608
C -0.50735 0.95591 -2.31636
C 0.60014 -0.13740 -2.44777
C -0.35152 1.74072 -0.97752
C 1.37376 -0.29339 -1.10589
C -0.59135 0.73314 0.23272
C 0.45299 -0.58788 0.08019
C 1.52391 -0.62446 1.28886
C 0.39815 -3.17888 0.13881
N -0.25639 -1.85756 -0.02472
H -1.17314 2.21809 3.29588
H 1.62051 3.16605 -0.58576
H 3.04878 1.20817 -0.85982
H 0.69149 2.24923 1.53820
H -2.30316 -0.34937 2.62287
H -3.24818 1.19177 2.15221
H -2.14434 -0.68931 0.18073
H -2.55300 0.86880 0.00970
H -0.44984 1.60103 -3.18394
H -1.51121 0.43468 -2.21311
H 0.11112 -1.11184 -2.75749
H 1.31505 -0.00255 -3.18810
H -0.97392 2.56203 -0.83807
H 2.16928 -1.13955 -1.23056
H 1.18337 -1.02117 2.22960
H 1.83343 0.41236 1.59429
H 2.43454 -1.19577 0.93916
H -0.32549 -3.87396 0.22295
H 1.01096 -3.48279 -0.75771
H 1.03975 -3.23737 1.12820
H -0.99998 -1.79933 0.71307
H -0.84641 -1.88051 -0.82159
*
```

The HOMO energy (alpha / beta) is -8.395 / -12.714 eV. The HOMO-LUMO gap (alpha / beta) is 5.5 / 7.8 eV. The energy above the lowest of the compared OMol25 structures with the same formula, charge and spin comes out at 11.9 kcal per mole. The calculation puts the strongest force on any atom at 8.22 eV/A.

---

(5)
C14H22N2O3 | wB97M-V/def2-TZVPD

The geometry in ORCA input format:
```
! RIJCOSX wB97M-V def2-TZVPD def2/J DEFGRID3
* xyz 0 1
C -2.07917 -2.69533 -0.98817
C -1.01692 -1.50135 -0.92966
C -0.09811 -1.75869 -2.15419
N -1.59681 -0.04084 -0.94785
C -2.24188 0.09359 0.59750
C -3.00286 1.40820 0.12804
O -3.88285 1.31188 -0.91826
C -2.11547 2.41690 -0.00537
O -1.04163 2.63582 0.95664
C 0.09473 2.29634 0.88664
C 0.67970 1.84746 -0.30311
C 2.00636 1.34820 -0.42745
C 2.57375 0.76623 0.97194
C 3.92357 0.09130 0.73455
C 3.63690 -1.53510 1.14183
N 2.74922 -2.08240 0.13391
O 4.33288 -2.12267 2.10177
C 1.85486 1.12865 2.14839
C 0.67102 1.63083 2.18581
H -1.63781 -3.57917 -1.20761
H -2.78341 -2.52179 -2.01972
H -2.75607 -2.71149 -0.01930
H -0.34969 -1.89361 0.08256
H 0.53433 -2.46634 -2.30241
H -0.65348 -1.54680 -2.79119
H 0.72764 -0.82971 -2.00632
H -0.90826 0.49790 -0.99406
H -1.53812 0.23553 1.26149
H -2.98295 -0.66787 0.63796
H -3.69499 1.51411 1.13969
H -3.54869 0.84626 -1.52180
H -2.75514 3.44261 0.03687
H -1.62501 2.65405 -1.04730
H 0.27851 2.35601 -1.14133
H 2.50911 1.15562 -1.14157
H 4.59128 0.31116 1.65273
H 4.25395 0.01169 -0.29432
H 2.02681 -1.49655 -0.24575
H 2.51390 -2.81804 0.67221
H 2.31046 0.53939 3.04333
H 0.04035 1.72805 2.89289
*
```

As for the SMILES: CC(C)NC[C@H](O)COc1ccc(CC(N)=O)cc1. The HOMO energy is -7.762 eV. The HOMO-LUMO gap is 8.2 eV. The energy above the lowest of the compared OMol25 structures with the same formula, charge and spin comes out at 368.6 kcal per mole. The calculation puts the strongest force on any atom at 17.35 eV/A.

---

(6)
C14H22N2O3S2 | wB97M-V/def2-TZVPD

The geometry in ORCA input format:
```
! RIJCOSX wB97M-V def2-TZVPD def2/J DEFGRID3
* xyz 0 1
C -5.23222 -2.92705 0.48684
C -5.41480 -1.44732 0.16271
C -5.75788 -0.66581 1.42256
C -6.47460 -1.26798 -0.91523
S -3.76256 -0.91564 -0.50453
C -3.91035 0.89374 -0.73282
C -3.22265 1.66259 0.39160
N -1.81802 1.34704 0.44336
C -0.86056 2.23297 0.07753
O -1.10282 3.40785 -0.12895
C 0.52123 1.67867 0.00251
C 0.80257 0.35527 -0.32772
C 2.10813 -0.08999 -0.40546
C 3.16316 0.78449 -0.15144
N 4.47417 0.33971 -0.22138
S 4.97891 -1.23997 -0.03552
C 4.39761 -1.67115 1.62300
O 4.32793 -2.08430 -0.98509
O 6.40626 -1.16746 -0.03029
C 2.88731 2.11640 0.15765
C 1.58200 2.55442 0.22166
H -4.46210 -3.05902 1.24324
H -4.93432 -3.47634 -0.40318
H -6.16510 -3.34478 0.85995
H -4.95960 -0.75637 2.15632
H -5.92127 0.38820 1.20794
H -6.67194 -1.06504 1.85968
H -6.61296 -0.21936 -1.17162
H -6.19143 -1.80765 -1.81613
H -7.42864 -1.65626 -0.56261
H -3.42484 1.11241 -1.68390
H -4.96389 1.15178 -0.80325
H -3.68394 1.42357 1.35508
H -3.30043 2.73838 0.21026
H -1.59176 0.36948 0.54302
H 0.00785 -0.33784 -0.56392
H 2.32641 -1.10511 -0.69424
H 5.19821 1.01352 -0.03512
H 3.33666 -1.46528 1.67702
H 4.95481 -1.07902 2.33609
H 4.58912 -2.72599 1.76966
H 3.70284 2.80235 0.33486
H 1.35677 3.58588 0.44616
*
```

As for the SMILES: CC(C)(C)SCCNC(=O)c1ccc(NS(C)(=O)=O)cc1. The HOMO energy is -8.808 eV. The HOMO-LUMO gap is 9.4 eV. The energy above the lowest of the compared OMol25 structures with the same formula, charge and spin comes out at 0.0 kcal per mole. The calculation puts the strongest force on any atom at 0.90 eV/A.

---

(7)
C14H22N2O4RuSTe | wB97M-V/def2-TZVPD

The geometry in ORCA input format:
```
! RIJCOSX wB97M-V def2-TZVPD def2/J DEFGRID3
* xyz 2 1
Ru 0.29305 -1.29334 1.03318
O 0.42860 0.73403 1.86612
S 0.06247 1.17911 0.50407
O 0.07788 2.54762 0.17069
O 0.70093 0.17636 -0.39433
O -1.48356 0.62886 0.41835
C -4.47604 1.06608 -0.17989
Te -2.93588 1.81224 1.05194
C -3.82574 0.55428 2.48990
C -5.26718 0.89298 2.17678
C -6.24592 0.96724 3.15875
C -7.55004 1.26924 2.79827
C -7.87409 1.51702 1.46935
C -6.89712 1.46797 0.48676
C -5.59328 1.14508 0.83752
H -4.19971 0.05812 -0.49407
H -4.61693 1.70679 -1.04634
H -3.50996 0.83124 3.49229
H -3.53697 -0.47495 2.26908
H -5.99370 0.78884 4.19616
H -8.31606 1.32490 3.55931
H -8.89161 1.76436 1.20001
H -7.14966 1.67810 -0.54457
C 0.28634 -5.71116 -1.49813
C 0.68825 -5.89248 -0.04159
N 1.70263 -4.91547 0.40974
C 3.09224 -5.40751 0.53741
C 3.68793 -5.82703 -0.79425
C 1.34606 -3.69235 0.69135
C 2.35278 -2.64781 1.13670
N 0.11591 -3.19095 0.61095
H -0.46638 -6.45324 -1.76054
H 1.13984 -5.84832 -2.15851
H -0.13303 -4.72408 -1.69749
H 1.12294 -6.87766 0.11554
H -0.16785 -5.82377 0.63278
H 3.06442 -6.24399 1.23687
H 3.69760 -4.62892 0.99249
H 3.15294 -6.66740 -1.23437
H 4.71732 -6.14528 -0.63635
H 3.69364 -5.00120 -1.50620
H 2.89950 -2.96870 2.02304
H 1.98210 -1.63348 1.53446
H 3.05305 -2.40612 0.33922
H -0.62158 -3.75462 0.21236
*
```

The HOMO energy (alpha / beta) is -15.038 / -15.039 eV. The HOMO-LUMO gap (alpha / beta) is 7.7 / 7.8 eV. The energy above the lowest of the compared OMol25 structures with the same formula, charge and spin comes out at 0.0 kcal per mole. The calculation puts the strongest force on any atom at 0.38 eV/A.

---

(8)
C14H22N2S | wB97M-V/def2-TZVPD

The geometry in ORCA input format:
```
! RIJCOSX wB97M-V def2-TZVPD def2/J DEFGRID3
* xyz 0 1
C 0.39474 -2.11006 4.51744
H 0.88297 -1.29586 4.72718
H 0.37949 -2.84851 5.51022
H 0.78028 -2.79586 3.67641
S -1.54238 -1.87005 3.95579
C -1.28282 -0.74132 2.50362
C -2.48680 -0.16111 1.98831
C -2.46356 0.25892 0.80724
C -1.25890 0.60574 0.13503
C -0.13555 0.22263 0.76149
C 0.15560 -0.56531 1.90458
H 1.00022 -0.96331 2.17034
H 0.63782 0.41894 0.14732
C -1.18659 1.51425 -0.98467
N -0.24908 0.98518 -1.98512
C -0.47924 -0.03114 -2.57222
C 0.47727 -0.54691 -3.45357
H 0.62526 0.07298 -4.38313
H 0.46940 -1.79464 -3.68343
C 2.07274 -0.49698 -2.75892
N 2.28156 0.62374 -2.25502
C 3.83549 0.88789 -1.77586
H 4.49988 0.72200 -2.55601
H 3.94970 1.82124 -1.17115
H 3.97511 -0.37203 -1.16276
C 1.86784 1.78634 -2.89337
C 0.18305 2.13711 -2.84396
H 0.32902 2.96578 -2.30428
H -0.11813 2.22029 -3.82666
H 2.11483 1.78017 -3.98355
H 2.50387 2.61383 -2.57744
H 2.71461 -0.94989 -3.63597
H 2.06228 -1.35354 -1.95451
H -0.77519 -0.87736 -1.81800
H -1.48632 -0.08181 -3.19370
H -2.08630 1.42793 -1.42055
H -1.12490 2.39727 -0.79846
H -3.32473 0.93965 0.58586
H -3.31182 -0.62093 2.54415
*
```

The HOMO energy is -7.656 eV. The HOMO-LUMO gap is 8.4 eV. The energy above the lowest of the compared OMol25 structures with the same formula, charge and spin comes out at 309.7 kcal per mole. The calculation puts the strongest force on any atom at 17.53 eV/A.

---

Number 1 is which compound? C14H22GdI2NO5P2